(1)
DFT (ωB97M-V with the def2-TZVPD basis set) results for a 3-piece molecular cluster, C23H46N3O4PS overall in a non-equilibrium geometry.

The structure (SMILES) is CCCCCCCCCCP(CCSc1nnco1)OC#N.CCOCC.CCOCC. As for the LUMO energy: 0.49 eV. The strongest force on any atom comes out at 1.07 eV Å⁻¹. The gap between HOMO and LUMO comes out at 9.7 eV.

Positions of all 78 atoms, in Å:
C 2.1965 3.4172 -0.0272
C 1.2729 2.2865 -0.4943
C 1.8072 1.5869 -1.7591
C 0.7601 1.3895 -2.8632
C -0.5825 0.7910 -2.4135
C -0.4956 -0.3769 -1.4058
C -1.1636 -1.6686 -1.8816
C -2.6894 -1.6184 -2.1235
C -3.4550 -0.5036 -1.4062
C -4.9739 -0.7147 -1.5225
P -5.9133 0.1693 -0.2398
C -7.5665 -0.6016 -0.5159
C -8.7412 0.3190 -0.1209
S -9.8261 0.6060 -1.5610
C -10.2204 2.2809 -1.3656
N -10.3392 3.1172 -2.3373
N -10.7740 4.3089 -1.7635
C -10.8503 4.0906 -0.5067
O -10.5295 2.8247 -0.1638
O -6.1292 1.6994 -1.0060
C -6.4539 1.7027 -2.2653
N -6.7267 1.6755 -3.3792
H 1.7319 4.0456 0.7345
H 2.4846 4.0623 -0.8624
H 3.1184 3.0049 0.3932
H 1.2585 1.5468 0.3122
H 0.2572 2.6569 -0.6406
H 2.6312 2.1732 -2.1792
H 2.2307 0.6115 -1.5008
H 0.5490 2.3769 -3.2939
H 1.1821 0.8017 -3.6847
H -1.2364 1.5705 -2.0187
H -1.0878 0.4115 -3.3101
H -0.9379 -0.0734 -0.4515
H 0.5449 -0.6144 -1.1694
H -0.6654 -2.0086 -2.7949
H -0.9672 -2.4418 -1.1309
H -3.1072 -2.5696 -1.7720
H -2.9154 -1.5819 -3.1933
H -3.2286 0.4436 -1.9064
H -3.1497 -0.4086 -0.3620
H -5.3167 -0.3939 -2.5138
H -5.2381 -1.7750 -1.4328
H -7.6582 -0.9227 -1.5577
H -7.5514 -1.4826 0.1305
H -8.4099 1.2871 0.2532
H -9.3438 -0.1718 0.6408
H -11.1388 4.7950 0.2575
C 6.9439 -0.6456 -1.2949
C 5.7429 0.1161 -0.7608
O 5.4917 -0.0837 0.6179
C 6.5292 0.3047 1.5038
C 6.8881 1.7786 1.4283
H 6.8295 -1.7151 -1.1126
H 7.0384 -0.4832 -2.3691
H 7.8757 -0.3231 -0.8287
H 4.8393 -0.2301 -1.2641
H 5.8360 1.1855 -0.9828
H 7.4183 -0.3170 1.3465
H 6.1561 0.0693 2.5013
H 7.2801 2.0590 0.4498
H 7.6520 2.0117 2.1706
H 6.0102 2.3949 1.6281
C 3.8546 -2.6598 2.4558
C 5.2494 -2.9341 2.9882
O 5.5009 -2.3757 4.2665
C 4.6647 -2.8222 5.3177
C 4.7304 -4.3181 5.5741
H 3.6730 -1.5852 2.4130
H 3.7536 -3.0670 1.4494
H 3.0799 -3.1123 3.0774
H 5.9825 -2.4712 2.3274
H 5.4582 -4.0104 2.9893
H 3.6282 -2.5099 5.1450
H 5.0133 -2.2842 6.1996
H 4.3768 -4.8972 4.7203
H 4.1054 -4.5748 6.4302
H 5.7553 -4.6244 5.7881

Cartesian forces (eV/Å) of the 2 atoms listed first:
C 0.0171 0.0200 -0.1149
C 0.6347 -0.1110 0.2029

(2)
DFT (ωB97M-V with the def2-TZVPD basis set) results for C33H33IN2O4SiTi as an isolated structure.

Its charge is +2. As for the LUMO energy: -7.26 eV. The strongest force on any atom comes out at 0.78 eV Å⁻¹. The gap between HOMO and LUMO comes out at 6.4 eV.

Positions of all 75 atoms, in Å:
Ti 0.6645 0.0071 0.7022
C -3.1278 -2.0802 -0.3979
C -1.8686 -2.4307 0.3656
C -1.5510 -3.9116 0.3641
O -1.9124 -1.9300 1.7278
C -0.6807 -1.5965 -0.0953
O 0.4970 -1.9336 0.2301
O -0.7999 -0.3878 -0.5261
H -3.9750 -2.6103 0.0412
H -3.0466 -2.4037 -1.4347
H -3.3249 -1.0099 -0.3799
H -2.3307 -4.4336 0.9184
H -0.5899 -4.1131 0.8313
H -1.5352 -4.3124 -0.6492
H -2.8298 -1.9417 2.0259
I 5.7143 -2.1641 3.5797
C 3.7768 -1.7117 3.1168
C 2.6265 -2.3136 3.6003
N 1.5807 -1.7038 3.0373
N 1.9782 -0.7128 2.2031
C 3.3210 -0.7278 2.2469
H 2.4923 -3.1219 4.2993
H 0.6022 -1.9354 3.1231
H 3.8859 -0.0168 1.6636
C -0.4118 3.6878 -3.8860
C -0.6153 2.3144 -3.8189
C 0.1414 1.5471 -2.9500
C 1.1112 2.1380 -2.1298
C 1.3024 3.5229 -2.2119
C 0.5483 4.2916 -3.0878
Si 2.2066 1.1098 -1.0550
C 3.0144 -0.2737 -1.9761
C 3.3536 -0.0266 -3.3140
C 4.0547 -0.9675 -4.0540
C 4.4138 -2.1755 -3.4751
C 4.0771 -2.4437 -2.1551
C 3.3861 -1.4978 -1.4152
C 3.4111 2.1526 -0.0951
C 3.2863 2.5652 1.2321
C 4.2502 3.3599 1.8390
C 5.3615 3.7644 1.1152
C 5.5074 3.3698 -0.2086
C 4.5480 2.5675 -0.8046
H -0.9954 4.2856 -4.5727
H -1.3558 1.8450 -4.4517
H -0.0170 0.4749 -2.9237
H 2.0664 4.0024 -1.6087
H 0.7209 5.3570 -3.1622
H 3.0664 0.9025 -3.7912
H 4.3155 -0.7596 -5.0825
H 4.9552 -2.9111 -4.0541
H 4.3546 -3.3872 -1.7061
H 3.1436 -1.7378 -0.3837
H 2.4240 2.2767 1.8276
H 4.1350 3.6624 2.8709
H 6.1157 4.3839 1.5809
H 6.3745 3.6814 -0.7747
H 4.6973 2.2587 -1.8328
C -1.0612 1.6981 3.7088
C -0.4882 2.2976 2.4724
O 0.0187 1.4770 1.6305
C -0.4428 3.6868 2.1904
C -0.8281 4.6170 3.1830
C -0.7586 5.9662 2.9219
C -0.3287 6.3971 1.6674
C 0.0390 5.4937 0.6736
C -0.0079 4.1424 0.9309
H -1.2114 0.6300 3.5725
H -2.0008 2.1731 3.9839
H -0.3594 1.8511 4.5344
H -1.1638 4.2808 4.1533
H -1.0399 6.6860 3.6764
H -0.2863 7.4584 1.4599
H 0.3539 5.8507 -0.2969
H 0.2643 3.4385 0.1552

Cartesian forces (eV/Å) of the 2 atoms listed first:
Ti 0.7632 0.1025 -0.1321
C -0.0797 -0.0499 0.0325

(3)
DFT (ωB97M-V with the def2-TZVPD basis set) results for a 8-piece molecular cluster, C69H88F3NO5PS overall in a non-equilibrium geometry.

Its charge is +1. As for the LUMO energy: -3.30 eV. The strongest force on any atom comes out at 5.43 eV Å⁻¹. The gap between HOMO and LUMO comes out at 7.0 eV.

Positions of all 168 atoms, in Å:
C -0.2246 1.6952 6.9492
C -1.1986 1.5811 5.6054
O -0.8931 0.4055 4.7604
P -1.2932 0.7497 3.0720
O -2.7251 1.4289 3.0817
C -1.3809 -0.8709 2.0520
C -0.4958 -0.7587 0.6425
C -0.4264 -2.2082 -0.1058
C 0.9371 -2.4238 -1.0513
C 1.3519 -1.0871 -1.9097
C 0.3094 -1.0533 -3.2171
C -1.3016 -0.7680 -3.1159
C -2.1913 -0.8250 -4.5313
C -1.5488 -1.1477 -6.0127
C 0.0713 -1.4325 -6.1139
C 0.8926 -1.8143 -7.4915
C 0.9271 -1.3701 -4.7157
O 0.4829 -3.4182 -2.0806
C 1.2720 -4.6499 -2.0228
C 2.8674 -4.1816 -2.1404
C 3.8427 -5.3044 -2.8157
C 4.2419 -4.9707 -4.3683
C 5.3482 -3.7883 -4.5819
C 4.7403 -2.3454 -5.0908
C 6.3128 -3.4727 -3.2976
N 3.2475 -3.7223 -0.7528
S 3.6415 -5.0641 0.3529
C 2.0896 -2.9912 -0.0408
C 2.7961 -1.8748 0.9280
C 2.2824 -1.9096 2.5020
O 2.2120 -3.2569 3.0862
C 3.4767 -1.1124 3.3609
F 4.0243 0.0619 2.6434
F 4.5547 -2.1503 3.5558
F 2.9876 -0.8009 4.7441
O -0.0100 1.7923 2.4872
C -0.4894 2.6875 1.4186
C 0.6880 3.8292 1.1479
H -0.6946 2.4030 7.7755
H -0.0962 0.6411 7.4460
H 0.8468 2.1050 6.6817
H -2.3121 1.5532 6.0344
H -1.1083 2.6054 5.0215
H -0.8927 -1.7282 2.6851
H -2.4932 -1.1842 1.7617
H -1.1268 -0.0186 -0.0473
H 0.5314 -0.2287 0.8229
H -0.4772 -3.0394 0.7370
H -1.4107 -2.3307 -0.7633
H 1.3658 -0.0868 -1.3067
H 2.4348 -1.1803 -2.4038
H -1.8258 -0.5663 -2.0883
H -3.3712 -0.6548 -4.4807
H -2.1684 -1.2226 -7.0127
H 0.2768 -2.5204 -8.2232
H 1.3650 -0.8863 -8.0436
H 1.8220 -2.4785 -7.1448
H 2.0761 -1.5864 -4.7753
H 1.0077 -5.2736 -3.0006
H 1.0579 -5.3502 -1.1112
H 2.8498 -3.2597 -2.8991
H 3.2124 -6.3181 -2.8497
H 4.8185 -5.5588 -2.2257
H 4.5916 -5.9513 -4.9531
H 3.2540 -4.6208 -4.9400
H 6.0712 -4.1591 -5.4568
H 4.3321 -1.7797 -4.1238
H 3.8823 -2.4516 -5.8970
H 5.6432 -1.6655 -5.4760
H 6.6396 -4.4788 -2.7745
H 5.7446 -2.8238 -2.5053
H 7.3050 -2.9198 -3.6408
H 4.0990 -3.1037 -0.8656
H 4.9917 -4.7639 0.7092
H 1.5585 -3.8255 0.6283
H 3.9838 -1.9816 0.9956
H 2.6276 -0.7552 0.5487
H 1.3039 -1.3005 2.7006
H 1.3966 -3.2169 3.6992
H -1.4703 3.2628 1.7026
H -0.6634 2.1492 0.3941
H 1.4788 3.3981 0.3711
H 0.1326 4.7132 0.5703
H 1.1961 4.1849 2.1405
C 0.4003 -10.3663 -2.3717
C 1.7469 -10.0067 -2.4180
C 2.2232 -8.9781 -1.6057
C 1.3539 -8.3151 -0.7390
C 0.0081 -8.6772 -0.6900
C -0.4701 -9.6995 -1.5091
H 0.0287 -11.1657 -3.0075
H 2.4256 -10.5281 -3.0884
H 3.2711 -8.6937 -1.6469
H 1.7260 -7.5167 -0.1023
H -0.6689 -8.1614 -0.0133
H -1.5198 -9.9777 -1.4747
C -3.0003 4.6231 -2.4600
C -3.9005 5.6808 -2.3347
C -4.7138 5.7753 -1.2058
C -4.6197 4.8165 -0.1966
C -3.7168 3.7609 -0.3203
C -2.9101 3.6613 -1.4535
H -2.3690 4.5479 -3.3415
H -3.9688 6.4316 -3.1179
H -5.4199 6.5959 -1.1115
H -5.2500 4.8928 0.6855
H -3.6425 3.0147 0.4670
H -2.2107 2.8357 -1.5520
C 0.8662 6.1639 -2.1911
C 0.2962 7.4343 -2.2685
C 1.0848 8.5668 -2.0681
C 2.4470 8.4290 -1.7997
C 3.0178 7.1587 -1.7260
C 2.2272 6.0259 -1.9173
H 0.2505 5.2814 -2.3441
H -0.7639 7.5418 -2.4845
H 0.6390 9.5563 -2.1218
H 3.0628 9.3116 -1.6483
H 4.0796 7.0516 -1.5184
H 2.6710 5.0362 -1.8543
C -5.9503 -1.2021 -6.5250
C -5.2178 -2.1082 -7.2913
C -5.2716 -2.0488 -8.6835
C -6.0509 -1.0760 -9.3101
C -6.7805 -0.1674 -8.5438
C -6.7340 -0.2328 -7.1515
H -5.9108 -1.2509 -5.4400
H -4.6051 -2.8619 -6.8029
H -4.7060 -2.7593 -9.2803
H -6.0891 -1.0264 -10.3951
H -7.3865 0.5917 -9.0323
H -7.3068 0.4717 -6.5548
C -0.0903 1.3250 11.1275
C 1.2563 1.6845 11.0812
C 1.7326 2.7131 11.8936
C 0.8633 3.3762 12.7603
C -0.4826 3.0141 12.8093
C -0.9608 1.9917 11.9901
H -0.4619 0.5256 10.4918
H 1.9350 1.1631 10.4108
H 2.7805 2.9975 11.8524
H 1.2353 4.1745 13.3970
H -1.1595 3.5298 13.4859
H -2.0105 1.7136 12.0245
C 5.5968 0.3051 5.9782
C 6.9434 0.6647 5.9319
C 7.4197 1.6933 6.7443
C 6.5504 2.3563 7.6110
C 5.2045 1.9942 7.6600
C 4.7263 0.9718 6.8408
H 5.2252 -0.4943 5.3425
H 7.6221 0.1433 5.2616
H 8.4676 1.9777 6.7031
H 6.9224 3.1547 8.2477
H 4.5276 2.5100 8.3367
H 3.6766 0.6937 6.8753
C -9.2386 4.0779 -1.8186
C -10.5840 4.4323 -1.7223
C -10.9628 5.5329 -0.9542
C -9.9941 6.2857 -0.2897
C -8.6484 5.9335 -0.3891
C -8.2706 4.8273 -1.1497
H -8.9442 3.2181 -2.4146
H -11.3380 3.8498 -2.2458
H -12.0117 5.8048 -0.8739
H -10.2887 7.1463 0.3050
H -7.8936 6.5212 0.1276
H -7.2226 4.5499 -1.2224

Cartesian forces (eV/Å) of the 2 atoms listed first:
C 0.2713 -0.4561 -0.2372
C -0.6434 2.1410 2.0546

(4)
DFT (ωB97M-V with the def2-TZVPD basis set) results for a single C3H7NO2 molecule in a non-equilibrium geometry.

The structure (SMILES) is CCOC(N)=O. As for the LUMO energy: 0.98 eV. The strongest force on any atom comes out at 2.14 eV Å⁻¹. The gap between HOMO and LUMO comes out at 10.7 eV.

Positions of all 13 atoms, in Å:
C -0.3007 -1.5788 0.8801
C 0.8764 -0.7718 0.4230
O 0.3273 -0.1439 -0.9784
C -0.0186 1.0659 -0.5809
N -0.4845 2.0387 -1.4076
O 0.1341 1.3589 0.5933
H -0.5729 -2.2446 0.0678
H -1.1234 -0.8817 1.0755
H -0.1284 -2.1435 1.8031
H 1.2641 -0.1859 1.2779
H 1.7217 -1.2479 -0.0270
H -0.7756 2.8096 -0.8236
H -0.9193 1.9252 -2.3032

Cartesian forces (eV/Å) of the 2 atoms listed first:
C -0.0833 -0.2041 -0.2117
C 0.0899 -0.8885 -0.8084

Among the records above, which one has the highest strongest force on any atom?
C69H88F3NO5PS

The highest gap between HOMO and LUMO belongs to which entry?
C3H7NO2

Among the records above, which one has the lowest strongest force on any atom?
C33H33IN2O4SiTi

Number 2 is which compound?
C33H33IN2O4SiTi